Below is C24F20GeS5SbTc as an isolated structure, with properties calculated with wB97M-V/def2-TZVPD.

```
52
Properties=species:S:1:pos:R:3:forces:R:3
Tc -0.12120 0.06375 0.60562 0.112 -0.024 -0.110
S 1.72952 -0.93114 -2.46858 -0.046 0.018 0.042
Sb 2.85755 0.84846 -1.48711 0.130 0.011 -0.124
S 1.77648 1.27697 0.55856 -0.045 -0.018 0.021
S 0.03908 -1.08431 -1.19888 -0.019 0.037 0.037
S 4.60256 1.79447 -2.33857 -0.044 -0.016 0.055
F -2.75546 0.61446 2.40669 0.001 -0.022 0.025
C -2.74533 1.35642 1.30868 0.006 0.007 -0.016
C -1.70320 1.23023 0.36594 -0.051 0.048 0.010
C -1.77605 2.05131 -0.77703 0.012 0.022 0.001
F -0.80660 1.97386 -1.69011 0.011 -0.023 -0.020
C -2.79553 2.94698 -0.98447 -0.002 -0.023 0.007
F -2.83284 3.71223 -2.05505 0.001 0.008 -0.005
C -3.80592 3.03631 -0.02498 0.031 -0.009 0.014
F -4.78120 3.88042 -0.19742 -0.024 0.014 -0.010
C -3.78219 2.24041 1.12273 0.023 -0.003 -0.028
F -4.74987 2.34915 2.00873 -0.020 0.000 0.024
F 0.33068 -3.15249 6.67445 -0.005 0.005 -0.014
C 1.45682 -3.03881 5.97515 0.010 -0.002 0.008
C 1.41699 -3.09966 4.58674 -0.003 -0.006 0.000
C 2.61722 -3.00868 3.89317 0.003 0.009 0.008
F 2.59296 -3.05103 2.55153 0.001 -0.002 -0.004
C 3.82417 -2.85628 4.53901 -0.016 0.000 0.007
F 4.95347 -2.75806 3.85802 0.020 0.007 -0.008
C 3.83531 -2.80166 5.92979 -0.016 0.001 -0.003
F 4.97548 -2.66234 6.56256 0.019 0.009 0.004
C 2.65214 -2.89235 6.65443 -0.004 0.002 -0.008
F 2.68018 -2.84535 7.97154 -0.003 -0.001 -0.002
Ge -0.18105 -3.45639 3.61943 0.063 0.016 -0.027
S -0.20857 -1.20895 2.22802 -0.142 -0.060 0.114
C -1.86947 -3.02103 4.37194 0.000 -0.005 -0.009
C -2.01625 -1.86145 5.12945 -0.037 -0.013 -0.002
F -0.97239 -1.03542 5.25813 0.020 -0.006 0.015
C -3.21216 -1.52495 5.72435 0.008 -0.002 -0.010
F -3.33515 -0.41369 6.42681 0.001 -0.003 0.005
C -4.30283 -2.37527 5.56175 0.003 -0.005 -0.002
F -5.44842 -2.07310 6.12198 -0.006 0.014 0.004
C -4.19480 -3.53497 4.80212 0.003 -0.001 -0.005
F -5.24005 -4.32512 4.65094 0.007 0.001 0.001
C -2.98471 -3.83997 4.20977 -0.005 -0.001 0.009
F -2.89351 -4.95016 3.48092 0.005 0.017 0.008
C -0.05647 -4.90050 2.36610 -0.006 0.005 -0.001
C -0.10168 -6.13058 3.00109 -0.004 -0.013 -0.014
F -0.24937 -6.12283 4.33796 0.008 0.004 -0.009
C -0.00811 -7.32467 2.31690 0.005 0.011 0.009
F -0.05464 -8.48116 2.94642 -0.006 -0.003 -0.002
C 0.13959 -7.27774 0.93459 -0.005 0.013 -0.004
F 0.23021 -8.39406 0.24936 0.006 -0.010 -0.005
C 0.19287 -6.05749 0.27080 -0.003 -0.001 0.009
F 0.33758 -6.02251 -1.04468 0.001 0.001 0.000
C 0.09517 -4.88427 0.99426 -0.004 -0.014 0.010
F 0.15155 -3.71815 0.33440 0.007 0.004 -0.005
```
Positions in Å, forces in eV/Å.

HOMO energy: -14.8 eV
electronic energy: -7300.05644 hartree
energy relative to the best compared isomer or geometry (same formula, charge and spin): 0.364 eV
net charge: +2

Atomic partial charges in e from the natural (NBO) method, atoms 1 to 8: Tc 0.3146; S -0.1518; Sb 1.3152; S -0.2283; S 0.2268; S -0.2632; F -0.2834; C 0.3757